{"formula": "C3H12NO3", "method": "ωB97M-V/def2-TZVPD", "de_lowest_kcal_mol": 321.49, "orbital_gap_ha": 0.141, "spin_multiplicity": 1, "total_charge": 1, "e_homo_ev": -13.950, "total_energy_ev": -10918.2052, "symbols": ["O", "O", "O", "N", "C", "C", "C", "H", "H", "H", "H", "H", "H", "H", "H", "H", "H", "H", "H"], "xyz": [[-0.79686, 1.29586, 1.61646], [1.33799, -1.55568, -1.66648], [1.52821, 1.64512, 1.10056], [-0.84774, -1.50658, -0.34747], [0.03191, -1.46799, 0.78003], [-0.44600, 0.76901, -1.27954], [-1.34975, -0.17153, -0.58062], [-0.73213, 0.72512, 0.04933], [2.20112, -1.49875, -2.11607], [-1.07259, 1.93270, 2.30393], [0.60885, 1.63704, 1.38084], [-0.58593, -1.17604, 1.61624], [0.84337, -0.74437, 0.77692], [-0.75486, 1.51571, -2.02455], [-2.49613, 0.06867, -0.77418], [0.40728, 0.39854, -1.85262], [0.40567, -2.45496, 1.02875], [-0.31711, -1.88103, -1.11130], [2.03469, 2.46918, 1.09976]]}

***

{"formula": "C3H12NOS", "method": "ωB97M-V/def2-TZVPD", "de_lowest_kcal_mol": 40.27, "orbital_gap_ha": 0.329, "spin_multiplicity": 1, "total_charge": 1, "e_homo_ev": -12.295, "total_energy_ev": -17670.7062, "symbols": ["S", "O", "N", "C", "C", "C", "H", "H", "H", "H", "H", "H", "H", "H", "H", "H", "H", "H"], "xyz": [[0.71157, -0.32456, 2.53954], [-0.98272, 2.73754, -1.62664], [0.22101, 0.12469, -2.07585], [-0.07252, -0.38152, 0.91954], [0.15175, -1.41037, -0.18151], [-0.45396, -1.22024, -1.51094], [-1.96242, 3.03832, -1.62058], [0.51290, 0.61133, 0.61853], [-0.33404, 3.56626, -1.76123], [-0.34574, 0.97699, -1.85421], [1.23598, -1.54955, -0.23851], [-1.02364, -0.12554, 1.15456], [-0.21192, -2.01340, -2.19928], [0.54955, 0.01828, -3.03303], [-1.53526, -0.99421, -1.50790], [-0.23513, -2.41682, 0.24432], [-0.50393, -0.77850, 3.23696], [1.03168, 0.15936, -1.49085]]}

***

{"formula": "C3H12NOS2", "method": "ωB97M-V/def2-TZVPD", "s2": 0.751, "de_lowest_kcal_mol": 55.42, "orbital_gap_ha": [0.079, 0.320], "spin_multiplicity": 2, "e_homo_ev": [-2.193, -8.532], "total_energy_ev": -28508.8862, "symbols": ["S", "S", "O", "N", "C", "C", "C", "H", "H", "H", "H", "H", "H", "H", "H", "H", "H", "H", "H"], "xyz": [[-1.67665, -0.58684, 0.83476], [-1.44523, -2.49759, 0.49093], [3.67595, 1.04102, -1.22631], [0.92282, 0.77274, -1.58067], [0.58832, 2.56944, 0.09508], [-0.10581, 0.29810, 0.75949], [-0.04108, 1.30181, -0.47987], [0.36553, 0.40650, -2.37967], [1.49475, -0.01966, -1.27203], [1.56292, 1.52920, -1.91660], [4.36024, 1.04989, -0.53898], [0.90413, -0.10883, 0.67727], [4.11116, 0.49846, -1.90929], [-0.06891, 3.14913, 0.74563], [1.41747, 2.35647, 0.76712], [-1.56586, -3.13416, 1.68619], [0.86153, 3.24864, -0.73053], [0.07008, 0.92218, 1.65527], [-1.02956, 1.57551, -0.87582]]}

***

{"formula": "C3H12NOS2", "method": "ωB97M-V/def2-TZVPD", "de_lowest_kcal_mol": 51.10, "orbital_gap_ha": 0.346, "spin_multiplicity": 1, "total_charge": 1, "e_homo_ev": -12.923, "total_energy_ev": -28505.7405, "symbols": ["S", "S", "O", "N", "C", "C", "C", "H", "H", "H", "H", "H", "H", "H", "H", "H", "H", "H", "H"], "xyz": [[2.73562, 1.89831, -0.18002], [1.61318, 0.63243, -1.19000], [-1.35397, 1.95218, -1.86924], [-0.77866, 0.29997, 1.39022], [-0.94320, -1.98574, 0.20358], [-0.32897, -0.64417, 0.15332], [1.15228, -0.62569, 0.00360], [-0.48016, 2.37062, -1.39667], [-0.74121, -2.47350, -0.86623], [-0.12911, 0.08359, 2.22878], [-1.71469, 0.01814, 1.66392], [4.10203, 1.63194, -0.28189], [-2.09504, -1.94590, 0.30699], [-1.99115, 2.66671, -2.04048], [-0.54287, -2.76119, 0.93589], [-0.86219, -0.04146, -0.67295], [1.57716, -1.53409, -0.56736], [1.53179, -0.74755, 0.99558], [-0.75083, 1.20539, 1.18298]]}

***

{"formula": "C3H12NS", "method": "ωB97M-V/def2-TZVPD", "de_lowest_kcal_mol": 13.65, "orbital_gap_ha": 0.341, "spin_multiplicity": 1, "total_charge": 1, "e_homo_ev": -13.070, "total_energy_ev": -15623.9937, "symbols": ["S", "N", "C", "C", "C", "H", "H", "H", "H", "H", "H", "H", "H", "H", "H", "H", "H"], "xyz": [[-2.70014, 1.92554, 1.34631], [0.68000, -0.35049, 0.91154], [-1.46577, 0.85984, 0.53739], [1.74057, -0.97816, -2.24607], [-0.53209, 0.29233, 1.58806], [-0.97402, -0.47452, 2.21690], [1.49413, -0.33637, 1.53001], [2.31471, -0.72360, -1.35710], [-0.91774, 1.40731, -0.23449], [-3.60478, 1.74110, 0.37542], [0.95063, 0.16099, 0.06990], [-0.10818, 1.06902, 2.22379], [0.49466, -1.32150, 0.65341], [1.43934, -0.14155, -2.87001], [0.81433, -1.47221, -1.93014], [2.31993, -1.68820, -2.82749], [-1.94558, 0.03048, 0.01258]]}

***

{"formula": "C3H12NS", "method": "ωB97M-V/def2-TZVPD", "de_lowest_kcal_mol": 35.34, "orbital_gap_ha": 0.361, "spin_multiplicity": 1, "total_charge": 1, "e_homo_ev": -13.289, "total_energy_ev": -15623.0531, "symbols": ["S", "N", "C", "C", "C", "H", "H", "H", "H", "H", "H", "H", "H", "H", "H", "H", "H"], "xyz": [[0.64840, 0.96917, 1.08915], [-1.57017, 0.38684, -0.82637], [1.86732, -0.43556, 0.82559], [-1.68120, 1.22212, -2.20154], [1.36934, -1.59539, 1.51344], [-0.97824, -0.46389, -1.00027], [-2.10739, 2.25231, -1.97687], [-1.03081, 0.85947, 0.01433], [-2.45139, 0.70998, -2.77970], [1.87913, -0.55529, -0.22977], [0.42479, -1.47342, 2.02813], [0.78280, 1.40376, 2.44908], [1.29887, -2.39200, 0.75361], [1.88053, -2.06745, 2.33554], [-2.47029, -0.00986, -0.39394], [2.85598, 0.04558, 1.15970], [-0.71769, 1.14363, -2.76013]]}

***

{"formula": "C3H12NS", "method": "ωB97M-V/def2-TZVPD", "de_lowest_kcal_mol": 26.73, "orbital_gap_ha": 0.339, "spin_multiplicity": 1, "total_charge": 1, "e_homo_ev": -12.864, "total_energy_ev": -15623.4267, "symbols": ["S", "N", "C", "C", "C", "H", "H", "H", "H", "H", "H", "H", "H", "H", "H", "H", "H"], "xyz": [[0.55543, 0.06722, 0.32498], [-2.39814, 0.36115, -0.89444], [2.12138, 0.19420, 1.54197], [2.65582, -1.19565, 1.60310], [-2.16795, 0.48077, -2.44989], [-3.09172, 0.06590, -2.86265], [2.82970, 0.89560, 1.06810], [3.14069, -1.69084, 0.68575], [1.99337, -2.01767, 1.91931], [-0.16608, 0.56551, 1.33496], [3.40551, -1.09717, 2.36931], [-1.70785, 0.96171, -0.41368], [-2.06433, 1.55397, -2.58276], [-3.32534, 0.77846, -0.77615], [-1.30277, -0.04493, -2.76449], [1.70646, 0.69501, 2.42256], [-2.18418, -0.57326, -0.52599]]}

***

{"formula": "C3H12NS3", "method": "ωB97M-V/def2-TZVPD", "de_lowest_kcal_mol": 1.03, "orbital_gap_ha": 0.348, "spin_multiplicity": 1, "total_charge": 1, "e_homo_ev": -12.807, "total_energy_ev": -37294.9296, "symbols": ["S", "S", "S", "N", "C", "C", "C", "H", "H", "H", "H", "H", "H", "H", "H", "H", "H", "H", "H"], "xyz": [[0.56848, 3.73701, -0.10603], [1.08245, -2.53806, -0.77532], [-0.34204, -2.62505, 0.71572], [-1.15902, 0.11046, -0.90357], [-0.36498, 2.47215, -1.02044], [-0.31685, 1.17332, -0.22516], [0.62657, -2.89671, 2.19145], [-1.39314, -0.65239, -0.25131], [-2.01530, 0.49572, -1.29310], [-1.38525, 2.79244, -1.21919], [-0.70535, -0.29589, -1.71493], [1.00937, -3.91411, 2.19166], [1.70778, -1.40127, -0.40612], [1.45583, -2.20452, 2.30222], [0.14893, 2.25138, -1.95815], [-0.74356, 1.25931, 0.77049], [-0.05150, -2.76089, 3.03397], [1.19487, 4.23589, -1.17022], [0.68269, 0.76122, -0.16197]]}